Run P
Computed, not measured: a structure of composition C2H4ClNO, with ωB97M-V/def2-TZVPD.

Calculated values
**Expectation value of S²**: 2.010
**LUMO level (spin up / spin down)**: 0.656 / -2.274 eV

Geometry as ORCA input:
```
! RIJCOSX wB97M-V def2-TZVPD def2/J DEFGRID3
* xyz 0 3
C 0.022 -0.248 -0.080
C -1.275 0.420 -0.024
N 0.352 -1.459 0.015
O 1.351 1.039 -0.083
Cl 2.739 0.167 -0.032
H -1.053 1.289 0.616
H -2.017 -0.438 0.390
H -1.456 0.939 -0.870
H 1.338 -1.709 0.070
*
```

Run Q
Computed, not measured: a cluster of 2 separate species, C2H4ClNO in total, with ωB97M-V/def2-TZVPD.

Calculated values
**Expectation value of S²**: 2.005
**LUMO level (spin up / spin down)**: 0.717 / -1.355 eV

Geometry as ORCA input:
```
! RIJCOSX wB97M-V def2-TZVPD def2/J DEFGRID3
* xyz 0 3
C 1.418 -2.166 -0.952
C -0.702 0.247 0.788
N 1.007 -1.985 0.209
O -0.821 1.251 -0.087
Cl 1.499 -1.031 -2.303
H -1.032 0.652 1.741
H 1.825 -3.048 -1.374
H 0.486 -1.242 0.635
H -0.604 0.947 -1.026
*
```

Result of the stability comparison: run P is the least stable of them.

Run P
Computed, not measured: a structure of composition C29H62Cl18FGaNO3S2, with ωB97M-V/def2-TZVPD.

Calculated values
**LUMO level**: 1.397 eV

Geometry as ORCA input:
```
! RIJCOSX wB97M-V def2-TZVPD def2/J DEFGRID3
* xyz -1 1
N 2.754 -1.554 -0.697
C 2.065 -0.269 -0.321
C 1.075 0.061 -1.475
C 1.613 1.061 -2.543
C 3.123 0.900 -2.916
C 3.364 0.697 -4.477
Ga 4.317 -1.122 -4.773
S 5.296 -1.121 -6.906
C 5.717 -1.545 -3.333
C 7.063 -2.139 -3.852
C 6.894 -3.417 -4.725
F 7.964 -4.275 -4.393
C 2.882 -2.609 -4.855
C 1.428 -2.088 -4.632
C 0.371 -3.048 -5.319
S -1.128 -3.279 -4.299
O -1.873 -4.458 -4.841
O -0.791 -3.496 -2.877
O -2.121 -1.984 -4.463
H 3.735 -1.400 -0.879
H 2.611 -2.261 0.007
H 2.876 0.470 -0.200
H 1.551 -0.500 0.638
H 0.691 -0.884 -1.889
H 0.192 0.555 -1.000
H 1.035 0.863 -3.471
H 1.350 2.102 -2.270
H 3.615 1.863 -2.668
H 3.627 0.061 -2.416
H 2.432 0.794 -5.062
H 4.080 1.473 -4.813
H 5.623 0.184 -7.174
H 5.263 -2.165 -2.530
H 5.972 -0.577 -2.841
H 7.705 -1.377 -4.329
H 7.638 -2.476 -2.959
H 5.944 -3.921 -4.504
H 7.013 -3.139 -5.781
H 3.113 -3.339 -4.059
H 2.889 -3.171 -5.814
H 1.226 -2.171 -3.549
H 1.239 -1.082 -5.032
H 0.819 -4.031 -5.517
H 0.051 -2.564 -6.260
H -3.028 -2.358 -4.403
Cl -1.314 0.055 2.241
C -0.807 -0.352 3.899
C 0.480 0.341 4.277
Cl 1.867 -0.286 3.356
H -0.714 -1.435 3.968
H -1.609 -0.035 4.566
H 0.697 0.173 5.332
H 0.420 1.414 4.108
Cl -0.370 3.927 4.412
C -0.386 4.787 2.844
C -0.045 3.866 1.693
Cl 1.654 3.336 1.731
H 0.306 5.624 2.904
H -1.391 5.187 2.712
H -0.192 4.392 0.750
H -0.673 2.975 1.689
Cl 2.859 -6.104 -3.278
C 4.214 -7.250 -3.196
C 5.148 -6.952 -2.046
Cl 6.075 -5.444 -2.271
H 4.737 -7.227 -4.150
H 3.780 -8.241 -3.066
H 5.881 -7.754 -1.957
H 4.606 -6.876 -1.105
Cl 0.078 7.680 3.917
C 0.618 7.299 5.569
C 1.907 7.998 5.928
Cl 3.290 7.366 4.999
H 0.712 6.221 5.645
H -0.175 7.620 6.245
H 2.130 7.835 6.982
H 1.843 9.069 5.752
Cl -4.701 -0.571 4.262
C -4.816 -1.528 2.763
C -5.584 -2.812 2.964
Cl -4.705 -3.968 3.997
H -3.805 -1.717 2.406
H -5.325 -0.905 2.028
H -5.739 -3.301 2.002
H -6.557 -2.629 3.417
Cl 1.227 4.488 7.439
C 1.668 3.223 8.611
C 0.889 1.949 8.389
Cl -0.839 2.140 8.779
H 1.511 3.620 9.612
H 2.733 3.030 8.483
H 1.275 1.163 9.038
H 0.966 1.611 7.357
Cl -6.835 -2.203 -2.125
C -6.870 -1.364 -3.696
C -6.597 -2.300 -4.850
Cl -4.914 -2.890 -4.859
H -6.146 -0.552 -3.661
H -7.865 -0.931 -3.803
H -6.753 -1.779 -5.793
H -7.250 -3.164 -4.826
Cl 0.517 10.436 8.287
C -1.199 10.059 8.582
C -1.380 9.081 9.719
Cl -0.775 7.457 9.307
H -1.624 9.678 7.656
H -1.693 11.000 8.824
H -2.440 8.975 9.948
H -0.867 9.414 10.618
Cl -8.647 -5.290 -7.166
C -9.666 -5.784 -5.792
C -10.610 -4.685 -5.362
Cl -9.744 -3.312 -4.631
H -9.011 -6.088 -4.978
H -10.237 -6.653 -6.116
H -11.299 -5.064 -4.608
H -11.193 -4.309 -6.200
*
```

Run Q
Computed, not measured: a structure of composition C29H62Cl18FGaNO3S2, with ωB97M-V/def2-TZVPD.

Calculated values
**LUMO level**: 1.397 eV

Geometry as ORCA input:
```
! RIJCOSX wB97M-V def2-TZVPD def2/J DEFGRID3
* xyz -1 1
N -1.358 2.701 -1.488
C -0.564 1.432 -1.600
C 0.705 1.579 -0.758
C 1.965 2.033 -1.517
C 1.756 3.079 -2.633
C 2.637 4.360 -2.446
Ga 1.423 6.006 -2.256
S 2.705 7.936 -2.650
C -0.194 5.941 -3.504
C -0.558 7.254 -4.205
C -0.756 8.421 -3.244
F -1.822 9.224 -3.723
C 0.808 6.182 -0.303
C 1.308 5.046 0.600
C 1.388 5.498 2.086
S 0.858 4.231 3.232
O 0.668 4.830 4.539
O -0.302 3.542 2.741
O 2.088 3.217 3.365
H -1.402 3.196 -2.367
H -2.283 2.527 -1.126
H -0.366 1.301 -2.662
H -1.220 0.660 -1.209
H 0.471 2.199 0.101
H 0.928 0.584 -0.350
H 2.617 2.495 -0.772
H 2.521 1.166 -1.873
H 2.081 2.622 -3.568
H 0.726 3.408 -2.721
H 3.329 4.251 -1.611
H 3.217 4.519 -3.358
H 3.658 7.538 -3.514
H -1.055 5.520 -2.979
H 0.049 5.215 -4.291
H 0.131 7.495 -5.012
H -1.533 7.121 -4.691
H -1.017 8.058 -2.253
H 0.132 9.048 -3.243
H -0.283 6.160 -0.296
H 1.105 7.137 0.146
H 0.554 4.263 0.574
H 2.293 4.675 0.330
H 0.764 6.368 2.265
H 2.427 5.714 2.322
H 2.046 2.901 4.294
Cl -1.123 -1.999 0.680
C -2.672 -2.772 0.251
C -2.839 -2.866 -1.243
Cl -3.040 -1.260 -1.981
H -3.473 -2.194 0.708
H -2.669 -3.768 0.692
H -3.731 -3.445 -1.482
H -1.982 -3.346 -1.706
Cl -0.258 -5.270 -2.330
C 1.392 -4.605 -2.519
C 1.445 -3.135 -2.184
Cl 0.575 -2.137 -3.375
H 1.721 -4.798 -3.535
H 2.037 -5.162 -1.841
H 2.482 -2.802 -2.188
H 1.020 -2.927 -1.204
Cl -2.629 6.692 1.152
C -3.778 7.951 0.648
C -4.617 7.521 -0.528
Cl -3.673 7.379 -2.031
H -3.215 8.854 0.423
H -4.426 8.150 1.502
H -5.390 8.266 -0.714
H -5.096 6.563 -0.339
Cl 2.518 -6.787 -4.549
C 0.979 -7.537 -5.046
C 0.830 -7.608 -6.543
Cl 0.642 -5.992 -7.272
H 0.179 -6.963 -4.592
H 0.963 -8.542 -4.628
H -0.064 -8.178 -6.790
H 1.688 -8.089 -7.006
Cl -1.868 -4.532 3.653
C -1.465 -2.950 4.372
C -2.224 -2.695 5.648
Cl -3.969 -2.470 5.361
H -1.666 -2.185 3.626
H -0.396 -2.957 4.576
H -1.858 -1.780 6.112
H -2.105 -3.515 6.352
Cl -2.406 -7.071 -4.406
C -4.184 -7.041 -4.320
C -4.672 -6.523 -2.991
Cl -4.312 -7.648 -1.657
H -4.548 -8.046 -4.517
H -4.530 -6.385 -5.117
H -5.754 -6.400 -3.022
H -4.219 -5.564 -2.752
Cl 1.585 -0.739 6.850
C 3.249 -0.104 6.754
C 3.357 1.294 7.307
Cl 2.516 2.494 6.291
H 3.565 -0.146 5.715
H 3.879 -0.776 7.335
H 4.404 1.592 7.347
H 2.943 1.362 8.304
Cl 1.298 -11.145 -6.848
C 1.328 -11.904 -5.236
C -0.051 -12.289 -4.763
Cl -1.062 -10.864 -4.419
H 1.803 -11.209 -4.547
H 1.951 -12.793 -5.314
H 0.026 -12.856 -3.836
H -0.569 -12.898 -5.499
Cl 3.556 3.233 11.128
C 2.544 2.011 11.936
C 3.225 0.668 12.001
Cl 3.392 -0.066 10.385
H 1.599 1.952 11.402
H 2.350 2.371 12.945
H 2.633 -0.018 12.603
H 4.218 0.745 12.437
*
```

Result of the stability comparison: run P is the least stable of them.

Run P
Computed, not measured: an isolated molecule of C4H7Cl, with ωB97M-V/def2-TZVPD.

Calculated values
**SMILES string**: C[C@@H]1C[C@H]1Cl
**LUMO level**: 1.157 eV

Geometry as ORCA input:
```
! RIJCOSX wB97M-V def2-TZVPD def2/J DEFGRID3
* xyz 0 1
C -1.384 0.445 0.483
C 0.080 0.374 0.402
C 0.617 0.101 -1.094
C 0.781 -0.864 0.157
H -1.723 1.370 -0.186
H -1.808 0.414 1.417
H -1.452 -0.452 -0.011
H 0.855 0.968 1.040
H 1.506 0.493 -1.472
H -0.202 -0.243 -1.769
H 0.411 -1.956 -0.068
Cl 2.320 -0.651 1.100
*
```

Run Q
Computed, not measured: an isolated molecule of C4H7Cl, with ωB97M-V/def2-TZVPD.

Calculated values
**SMILES string**: CC(C)=CCl
**LUMO level**: 0.877 eV

Geometry as ORCA input:
```
! RIJCOSX wB97M-V def2-TZVPD def2/J DEFGRID3
* xyz 0 1
C -0.426 1.384 0.009
C -0.031 -0.085 -0.009
C 1.533 -0.610 -0.085
C -0.929 -0.915 0.263
H -0.532 1.915 1.131
H 0.266 1.879 -0.680
H -1.478 1.269 -0.299
H 1.215 -1.615 0.051
H 1.793 -0.661 -1.153
H 2.252 -0.205 0.694
H -0.940 -2.070 0.153
Cl -2.722 -0.285 -0.075
*
```

Run R
Computed, not measured: an isolated molecule of C4H7Cl, with ωB97M-V/def2-TZVPD.

Calculated values
**SMILES string**: ClCC1CC1
**LUMO level**: 0.904 eV

Geometry as ORCA input:
```
! RIJCOSX wB97M-V def2-TZVPD def2/J DEFGRID3
* xyz 0 1
C 0.158 -0.692 -0.831
C 0.983 0.430 -0.562
C 0.554 1.501 0.369
C 1.425 0.348 0.903
H -0.022 -0.750 -2.083
H 0.808 -1.736 -0.900
H 1.570 0.890 -1.567
H 0.997 2.695 0.414
H -0.517 1.698 0.759
H 1.058 -0.403 1.531
H 2.492 0.490 1.173
Cl -1.477 -0.730 0.082
*
```

Result of the stability comparison: run R is the least stable of them.

Run P
Computed, not measured: a cluster of 2 separate species, CH2N2O in total, with ωB97M-V/def2-TZVPD.

Calculated values
**LUMO level (spin up / spin down)**: 0.887 / 0.917 eV

Geometry as ORCA input:
```
! RIJCOSX wB97M-V def2-TZVPD def2/J DEFGRID3
* xyz 0 1
C 2.182 0.060 -0.311
N 1.226 -0.003 0.384
N -1.742 -0.960 0.184
O -2.303 0.058 0.567
H 3.131 0.040 -0.780
H -2.494 0.805 -0.043
*
```

Run Q
Computed, not measured: a cluster of 2 separate species, CH2N2O in total, with ωB97M-V/def2-TZVPD.

Calculated values
**LUMO level**: 0.610 eV

Geometry as ORCA input:
```
! RIJCOSX wB97M-V def2-TZVPD def2/J DEFGRID3
* xyz 0 1
C -0.822 0.321 0.442
N 2.519 0.082 0.512
N 2.466 0.239 -0.586
O -1.455 -0.502 -0.382
H -1.243 1.346 0.152
H -1.464 -1.486 -0.138
*
```

Run R
Computed, not measured: a cluster of 2 separate species, CH2N2O in total, with ωB97M-V/def2-TZVPD.

Calculated values
**LUMO level (spin up / spin down)**: -0.973 / -0.974 eV

Geometry as ORCA input:
```
! RIJCOSX wB97M-V def2-TZVPD def2/J DEFGRID3
* xyz 0 1
C 0.216 0.043 -0.630
N 0.170 0.681 0.556
N -0.826 -0.302 0.218
O 0.861 -0.206 -1.597
H 1.332 -0.161 1.353
H -1.754 -0.054 0.100
*
```

Result of the stability comparison: run P is the least stable of them.